Below is a 2-piece molecular cluster, C4H11O overall in a non-equilibrium geometry, with properties calculated with wB97M-V/def2-TZVPD.

Calculated values
* max |F|: 1.36 eV Å⁻¹
* E: -6372.751 eV
* charge: -1
* energy above the lowest of the compared OMol25 structures with the same formula, charge and spin: 10.6 kcal per mole
* orbital gap: 5.632 eV

Element x y z (Å)
C -1.596 2.054 0.363
O -0.625 2.836 -0.139
H -1.283 1.073 0.835
H -2.288 1.665 -0.424
H -2.189 2.526 1.184
C 1.194 -0.335 0.021
C 1.056 -1.806 0.380
C 0.159 -2.553 -0.592
H 0.283 0.279 0.079
H 1.961 0.220 0.578
H 1.502 -0.155 -1.008
H 2.069 -2.220 0.378
H 0.689 -1.868 1.396
H 0.336 -3.626 -0.605
H 0.185 -2.158 -1.611
H -0.892 -2.481 -0.284


Below is a 5-piece molecular cluster, C28H33NO3S overall, with properties calculated with wB97M-V/def2-TZVPD.

Calculated values
* max |F|: 0.39 eV Å⁻¹
* E: -48038.241 eV
* orbital gap: 9.618 eV
* structure (SMILES): N[C@@H]1CCCOS1(=O)=O.c1ccccc1.c1ccccc1.c1ccccc1.c1ccccc1

Element x y z (Å)
N 0.939 1.319 -0.162
C 2.368 1.186 -0.333
C 3.252 1.869 0.735
C 4.537 2.471 0.184
C 4.164 3.584 -0.772
O 3.523 3.067 -1.958
S 2.814 1.648 -2.044
O 3.800 0.700 -2.474
O 1.638 1.868 -2.817
H 0.647 2.292 -0.176
H 0.668 0.932 0.737
H 2.608 0.121 -0.376
H 2.655 2.671 1.182
H 3.451 1.142 1.525
H 5.123 1.718 -0.352
H 5.166 2.869 0.981
H 3.456 4.273 -0.302
H 5.016 4.155 -1.137
C -0.768 -1.365 2.092
C -1.161 -1.163 0.776
C -2.487 -0.866 0.488
C -3.416 -0.779 1.515
C -3.023 -0.985 2.831
C -1.697 -1.277 3.121
H 0.265 -1.600 2.320
H -0.436 -1.227 -0.025
H -2.793 -0.699 -0.537
H -4.450 -0.549 1.290
H -3.749 -0.918 3.631
H -1.387 -1.440 4.146
C 2.038 -3.824 3.626
C 0.769 -4.370 3.768
C 0.563 -5.420 4.653
C 1.623 -5.920 5.396
C 2.891 -5.372 5.255
C 3.099 -4.324 4.369
H 2.204 -3.010 2.930
H -0.057 -3.982 3.187
H -0.426 -5.847 4.763
H 1.461 -6.739 6.086
H 3.718 -5.764 5.834
H 4.088 -3.900 4.255
C 0.012 7.040 -1.558
C 0.861 6.186 -2.250
C 0.447 4.900 -2.570
C -0.818 4.466 -2.191
C -1.667 5.319 -1.499
C -1.253 6.607 -1.183
H 0.334 8.045 -1.312
H 1.849 6.523 -2.541
H 1.104 4.226 -3.100
H -1.131 3.459 -2.437
H -2.654 4.982 -1.207
H -1.917 7.273 -0.646
C -5.002 -3.207 -4.726
C -3.683 -3.137 -5.152
C -2.668 -2.895 -4.236
C -2.975 -2.722 -2.894
C -4.294 -2.791 -2.467
C -5.309 -3.033 -3.383
H -5.793 -3.396 -5.441
H -3.445 -3.270 -6.200
H -1.640 -2.838 -4.569
H -2.184 -2.538 -2.177
H -4.530 -2.657 -1.418
H -6.338 -3.087 -3.051


Question: Which of these has the highest orbital gap?
Answer: C28H33NO3S